w.
{"formula": "C74H169N11O11", "method": "ωB97M-V with the def2-TZVPD basis set", "smiles": "CC1(C)CCCC(C)(C)N1O.CC1(C)CCCC(C)(C)N1O.CC1(C)CCCC(C)(C)N1O.CC1(C)CCCC(C)(C)N1O.CC1(C)CCCC(C)(C)N1O.CC1(C)CCCC(C)(C)N1O.COC[C@H](C)N.COC[C@H](C)N.COC[C@H](C)N.COC[C@H](C)N.COC[C@H](C)N", "gap_ev": 8.58, "homo_energy_ha": -0.29396, "elements": ["C", "C", "C", "O", "C", "N", "H", "H", "H", "H", "H", "H", "H", "H", "H", "H", "H", "C", "C", "C", "O", "C", "N", "H", "H", "H", "H", "H", "H", "H", "H", "H", "H", "H", "C", "C", "C", "O", "C", "N", "H", "H", "H", "H", "H", "H", "H", "H", "H", "H", "H", "C", "C", "C", "O", "C", "N", "H", "H", "H", "H", "H", "H", "H", "H", "H", "H", "H", "C", "C", "C", "O", "C", "N", "H", "H", "H", "H", "H", "H", "H", "H", "H", "H", "H", "C", "C", "C", "C", "C", "C", "N", "O", "C", "C", "C", "H", "H", "H", "H", "H", "H", "H", "H", "H", "H", "H", "H", "H", "H", "H", "H", "H", "H", "H", "C", "C", "C", "C", "C", "C", "N", "O", "C", "C", "C", "H", "H", "H", "H", "H", "H", "H", "H", "H", "H", "H", "H", "H", "H", "H", "H", "H", "H", "H", "C", "C", "C", "C", "C", "C", "N", "O", "C", "C", "C", "H", "H", "H", "H", "H", "H", "H", "H", "H", "H", "H", "H", "H", "H", "H", "H", "H", "H", "H", "C", "C", "C", "C", "C", "C", "N", "O", "C", "C", "C", "H", "H", "H", "H", "H", "H", "H", "H", "H", "H", "H", "H", "H", "H", "H", "H", "H", "H", "H", "C", "C", "C", "C", "C", "C", "N", "O", "C", "C", "C", "H", "H", "H", "H", "H", "H", "H", "H", "H", "H", "H", "H", "H", "H", "H", "H", "H", "H", "H", "C", "C", "C", "C", "C", "C", "N", "O", "C", "C", "C", "H", "H", "H", "H", "H", "H", "H", "H", "H", "H", "H", "H", "H", "H", "H", "H", "H", "H", "H"], "xyz": [[6.316, -0.575, -2.020], [6.125, 0.669, -2.802], [6.109, 0.325, -4.308], [6.139, 1.505, -5.045], [6.488, 1.346, -6.356], [4.902, 1.370, -2.467], [6.161, -0.409, -0.935], [7.324, -0.931, -2.203], [5.660, -1.407, -2.322], [7.094, 1.188, -2.613], [5.224, -0.259, -4.500], [6.909, -0.348, -4.664], [5.750, 0.730, -6.915], [7.412, 0.871, -6.418], [6.472, 2.323, -6.788], [4.671, 1.546, -1.511], [4.885, 2.203, -3.019], [-1.948, -2.565, -2.176], [-1.927, -2.630, -0.694], [-3.028, -1.758, -0.042], [-3.072, -1.844, 1.349], [-3.992, -0.966, 2.058], [-1.898, -3.998, -0.162], [-2.852, -2.869, -2.715], [-1.018, -3.186, -2.495], [-1.978, -1.546, -2.467], [-0.936, -2.283, -0.400], [-3.939, -1.921, -0.575], [-2.740, -0.764, -0.326], [-4.938, -1.100, 1.654], [-3.789, 0.090, 1.924], [-3.912, -1.220, 3.089], [-2.060, -3.996, 0.812], [-2.676, -4.466, -0.574], [1.444, -0.084, -3.430], [0.347, 0.962, -3.165], [0.334, 1.330, -1.674], [-0.344, 0.316, -0.910], [-0.625, 0.753, 0.342], [0.539, 2.154, -4.027], [1.407, -0.908, -2.668], [2.530, 0.210, -3.547], [1.174, -0.612, -4.361], [-0.595, 0.470, -3.426], [-0.174, 2.322, -1.434], [1.373, 1.405, -1.367], [-1.501, 1.479, 0.383], [0.212, 1.144, 0.935], [-0.968, -0.036, 0.978], [0.868, 1.889, -4.945], [1.178, 2.784, -3.585], [-3.426, -0.222, -6.892], [-2.165, 0.443, -6.366], [-1.251, 0.474, -7.601], [0.043, 0.907, -7.169], [0.912, 1.389, -8.191], [-2.421, 1.733, -5.681], [-3.106, -1.208, -7.265], [-3.921, 0.238, -7.736], [-4.143, -0.358, -6.105], [-1.724, -0.228, -5.670], [-1.644, 1.206, -8.298], [-1.334, -0.526, -8.020], [0.927, 0.738, -9.038], [1.877, 1.449, -7.752], [0.685, 2.413, -8.515], [-1.559, 2.090, -5.323], [-2.940, 2.490, -6.185], [5.697, 2.295, 2.159], [4.681, 1.291, 1.663], [3.687, 0.869, 2.797], [4.404, 0.351, 3.880], [3.503, -0.229, 4.765], [3.912, 1.985, 0.593], [6.358, 1.928, 2.947], [5.068, 3.109, 2.500], [6.292, 2.636, 1.275], [5.106, 0.479, 1.153], [2.983, 0.143, 2.421], [3.165, 1.835, 2.978], [3.109, -1.145, 4.351], [2.698, 0.463, 5.015], [3.939, -0.487, 5.771], [2.971, 1.579, 0.392], [3.660, 2.891, 0.930], [-5.141, 1.198, -0.719], [-5.586, 1.512, -2.196], [-6.899, 2.428, -2.065], [-6.653, 3.777, -1.561], [-5.606, 4.485, -2.426], [-4.286, 3.695, -2.768], [-4.708, 2.308, -3.100], [-3.550, 1.512, -3.137], [-3.668, 4.280, -4.033], [-3.218, 3.625, -1.678], [-5.901, 0.169, -2.842], [-4.237, 0.598, -0.644], [-6.040, 0.690, -0.221], [-5.059, 2.048, -0.116], [-7.328, 2.531, -3.102], [-7.593, 1.843, -1.485], [-6.234, 3.837, -0.547], [-7.567, 4.316, -1.627], [-5.386, 5.405, -1.896], [-6.081, 4.786, -3.402], [-3.515, 5.397, -4.000], [-2.750, 3.739, -4.212], [-4.320, 4.218, -4.887], [-3.774, 3.501, -0.780], [-2.456, 2.820, -1.874], [-2.711, 4.522, -1.533], [-6.338, -0.561, -2.158], [-4.962, -0.281, -3.201], [-6.536, 0.253, -3.743], [-3.259, 1.522, -4.058], [-2.477, 2.703, 5.867], [-3.183, 2.906, 4.524], [-4.327, 1.925, 4.310], [-5.224, 2.169, 3.069], [-5.720, 3.604, 3.099], [-4.643, 4.697, 3.216], [-3.720, 4.314, 4.396], [-2.635, 5.293, 4.513], [-3.883, 4.953, 1.902], [-5.316, 5.948, 3.610], [-2.049, 2.645, 3.463], [-3.119, 3.031, 6.657], [-1.498, 3.183, 5.880], [-2.296, 1.656, 6.129], [-3.882, 0.915, 4.236], [-4.990, 1.840, 5.201], [-6.042, 1.500, 3.201], [-4.661, 1.869, 2.197], [-6.445, 3.781, 3.926], [-6.411, 3.766, 2.168], [-3.280, 5.848, 1.934], [-3.309, 4.053, 1.672], [-4.625, 5.149, 1.142], [-5.927, 6.291, 2.805], [-5.920, 5.878, 4.473], [-4.569, 6.631, 3.707], [-2.552, 2.358, 2.515], [-1.504, 1.755, 3.759], [-1.430, 3.525, 3.355], [-2.875, 5.556, 5.403], [3.014, -3.996, -3.873], [3.175, -5.342, -4.493], [4.611, -5.669, -4.935], [4.746, -7.129, -5.399], [4.260, -8.060, -4.221], [2.901, -7.673, -3.676], [2.810, -6.264, -3.367], [1.483, -5.952, -2.942], [1.811, -8.161, -4.700], [2.759, -8.467, -2.400], [2.101, -5.276, -5.607], [3.330, -3.193, -4.547], [3.629, -3.814, -2.940], [1.976, -3.751, -3.636], [4.887, -4.950, -5.787], [5.218, -5.432, -4.091], [5.788, -7.458, -5.769], [4.072, -7.218, -6.258], [4.974, -7.922, -3.387], [4.197, -9.079, -4.598], [1.951, -7.621, -5.641], [1.830, -9.225, -4.865], [0.824, -7.879, -4.232], [2.803, -9.533, -2.394], [3.419, -8.021, -1.659], [1.720, -8.403, -1.970], [2.315, -5.789, -6.557], [1.853, -4.266, -5.861], [1.256, -5.808, -5.278], [1.430, -6.178, -2.001], [-0.157, -0.120, 7.568], [-0.366, -1.669, 7.574], [-1.618, -2.112, 8.325], [-2.861, -1.648, 7.586], [-2.810, -2.161, 6.132], [-1.511, -1.987, 5.269], [-0.353, -2.309, 6.237], [0.871, -1.922, 5.592], [-1.433, -3.040, 4.150], [-1.445, -0.595, 4.615], [0.844, -2.330, 8.379], [0.345, 0.133, 6.576], [0.499, 0.264, 8.326], [-1.053, 0.536, 7.692], [-1.590, -3.170, 8.339], [-1.609, -1.670, 9.279], [-2.840, -0.475, 7.551], [-3.794, -1.972, 8.044], [-3.536, -1.597, 5.518], [-3.077, -3.205, 6.135], [-1.432, -4.021, 4.568], [-2.314, -2.933, 3.461], [-0.654, -2.972, 3.482], [-0.417, -0.391, 4.347], [-1.993, -0.664, 3.717], [-1.703, 0.301, 5.256], [0.930, -3.406, 8.025], [0.763, -2.287, 9.481], [1.853, -1.925, 8.152], [1.442, -2.691, 5.803], [1.463, -3.178, 0.358], [1.971, -4.547, 0.946], [2.420, -4.317, 2.350], [2.633, -5.563, 3.199], [1.431, -6.453, 3.129], [0.844, -6.637, 1.732], [0.796, -5.382, 0.964], [0.296, -5.673, -0.310], [1.574, -7.792, 0.999], [-0.636, -7.068, 1.939], [3.176, -5.023, 0.053], [1.087, -3.436, -0.632], [2.242, -2.437, 0.261], [0.728, -2.836, 1.047], [3.254, -3.586, 2.383], [1.592, -3.760, 2.820], [2.876, -5.259, 4.209], [3.457, -6.219, 2.778], [0.620, -5.992, 3.789], [1.741, -7.386, 3.538], [1.503, -7.649, -0.042], [2.619, -7.811, 1.245], [1.140, -8.761, 1.193], [-1.197, -6.313, 2.551], [-1.226, -7.145, 0.997], [-0.547, -8.085, 2.300], [4.020, -4.282, 0.104], [2.845, -5.059, -0.970], [3.598, -5.997, 0.304], [-0.567, -5.213, -0.253], [2.244, 6.217, -1.142], [2.710, 7.129, -0.004], [1.979, 8.546, -0.098], [0.594, 8.548, 0.442], [0.484, 7.860, 1.754], [1.103, 6.418, 1.828], [2.465, 6.552, 1.338], [3.102, 5.238, 1.429], [1.250, 6.028, 3.271], [0.255, 5.403, 1.105], [4.238, 7.481, -0.064], [2.855, 6.288, -2.056], [2.348, 5.152, -0.819], [1.244, 6.402, -1.374], [2.621, 9.275, 0.472], [2.110, 8.875, -1.126], [0.158, 9.531, 0.537], [-0.058, 7.997, -0.251], [-0.547, 7.866, 2.049], [1.088, 8.431, 2.478], [1.795, 6.857, 3.758], [1.825, 5.134, 3.526], [0.261, 5.946, 3.803], [0.086, 5.702, 0.116], [-0.719, 5.397, 1.564], [0.630, 4.408, 0.957], [4.591, 8.117, 0.772], [4.912, 6.540, 0.016], [4.418, 7.993, -1.001], [3.772, 5.449, 2.069]]}

=====

x.
{"formula": "C74H169N11O11", "method": "ωB97M-V with the def2-TZVPD basis set", "smiles": "CC1(C)CCCC(C)(C)N1O.CC1(C)CCCC(C)(C)N1O.CC1(C)CCCC(C)(C)N1O.CC1(C)CCCC(C)(C)N1O.CC1(C)CCCC(C)(C)N1O.CC1(C)CCCC(C)(C)N1O.COC[C@H](C)N.COC[C@H](C)N.COC[C@H](C)N.COC[C@H](C)N.COC[C@H](C)N", "gap_ev": 8.60, "homo_energy_ha": -0.29856, "elements": ["C", "C", "C", "C", "C", "C", "N", "O", "C", "C", "C", "H", "H", "H", "H", "H", "H", "H", "H", "H", "H", "H", "H", "H", "H", "H", "H", "H", "H", "H", "C", "C", "C", "C", "C", "C", "N", "O", "C", "C", "C", "H", "H", "H", "H", "H", "H", "H", "H", "H", "H", "H", "H", "H", "H", "H", "H", "H", "H", "H", "C", "C", "C", "C", "C", "C", "N", "O", "C", "C", "C", "H", "H", "H", "H", "H", "H", "H", "H", "H", "H", "H", "H", "H", "H", "H", "H", "H", "H", "H", "C", "C", "C", "C", "C", "C", "N", "O", "C", "C", "C", "H", "H", "H", "H", "H", "H", "H", "H", "H", "H", "H", "H", "H", "H", "H", "H", "H", "H", "H", "C", "C", "C", "C", "C", "C", "N", "O", "C", "C", "C", "H", "H", "H", "H", "H", "H", "H", "H", "H", "H", "H", "H", "H", "H", "H", "H", "H", "H", "H", "C", "C", "C", "C", "C", "C", "N", "O", "C", "C", "C", "H", "H", "H", "H", "H", "H", "H", "H", "H", "H", "H", "H", "H", "H", "H", "H", "H", "H", "H", "C", "C", "C", "O", "C", "N", "H", "H", "H", "H", "H", "H", "H", "H", "H", "H", "H", "C", "C", "C", "O", "C", "N", "H", "H", "H", "H", "H", "H", "H", "H", "H", "H", "H", "C", "C", "C", "O", "C", "N", "H", "H", "H", "H", "H", "H", "H", "H", "H", "H", "H", "C", "C", "C", "O", "C", "N", "H", "H", "H", "H", "H", "H", "H", "H", "H", "H", "H", "C", "C", "C", "O", "C", "N", "H", "H", "H", "H", "H", "H", "H", "H", "H", "H", "H"], "xyz": [[19.206, 20.187, 20.349], [19.662, 21.331, 19.455], [19.527, 20.863, 18.003], [18.074, 20.800, 17.493], [17.316, 22.108, 17.813], [17.385, 22.546, 19.300], [18.847, 22.527, 19.631], [18.961, 22.938, 20.987], [16.849, 23.948, 19.433], [16.540, 21.566, 20.187], [21.113, 21.675, 19.764], [19.263, 20.534, 21.382], [19.921, 19.328, 20.258], [18.188, 19.764, 20.083], [20.133, 21.502, 17.332], [20.012, 19.911, 17.953], [17.566, 19.959, 17.983], [18.189, 20.665, 16.392], [16.233, 22.078, 17.573], [17.633, 22.972, 17.192], [15.847, 24.076, 18.990], [16.732, 24.285, 20.524], [17.592, 24.651, 18.968], [15.487, 21.912, 20.248], [16.432, 20.522, 19.948], [16.829, 21.473, 21.235], [21.828, 20.817, 19.564], [21.108, 22.035, 20.765], [21.494, 22.446, 19.119], [19.172, 23.904, 20.886], [21.523, 20.346, 14.665], [21.170, 18.840, 14.538], [20.041, 18.626, 13.610], [19.666, 17.196, 13.346], [20.897, 16.546, 12.704], [22.193, 16.644, 13.477], [22.357, 18.131, 13.944], [23.501, 18.215, 14.751], [22.396, 15.638, 14.578], [23.381, 16.543, 12.479], [20.716, 18.306, 15.908], [20.688, 20.910, 15.019], [21.845, 20.719, 13.679], [22.334, 20.477, 15.375], [19.275, 19.237, 14.139], [20.313, 19.059, 12.595], [18.841, 17.296, 12.664], [19.413, 16.656, 14.234], [21.125, 17.054, 11.774], [20.827, 15.508, 12.413], [22.446, 14.610, 14.153], [23.395, 15.828, 15.012], [21.586, 15.631, 15.331], [24.342, 16.767, 12.944], [23.435, 15.503, 12.070], [23.268, 17.206, 11.677], [20.538, 17.230, 15.913], [19.723, 18.729, 16.203], [21.444, 18.614, 16.710], [23.292, 18.185, 15.719], [23.126, 18.539, 23.796], [23.027, 18.360, 25.285], [24.337, 18.822, 25.949], [24.143, 19.102, 27.427], [23.043, 20.163, 27.596], [21.706, 19.702, 27.009], [21.949, 19.299, 25.658], [20.717, 18.671, 25.215], [21.123, 18.579, 27.925], [20.769, 20.930, 27.081], [22.825, 16.899, 25.692], [23.188, 19.606, 23.740], [22.134, 18.430, 23.346], [23.949, 18.172, 23.222], [25.080, 18.059, 25.828], [24.719, 19.730, 25.394], [25.003, 19.523, 27.967], [23.812, 18.232, 27.978], [23.349, 21.098, 27.134], [22.748, 20.377, 28.638], [21.049, 18.943, 28.982], [20.073, 18.360, 27.664], [21.755, 17.687, 27.908], [20.830, 21.414, 28.016], [21.059, 21.538, 26.234], [19.658, 20.732, 26.971], [23.510, 16.278, 25.052], [21.797, 16.555, 25.655], [23.102, 16.829, 26.759], [20.440, 19.193, 24.429], [23.137, 16.102, 21.082], [22.175, 15.936, 19.852], [22.902, 14.953, 18.956], [22.091, 14.279, 17.928], [20.797, 13.750, 18.511], [19.947, 14.782, 19.292], [20.861, 15.380, 20.289], [20.112, 16.352, 21.002], [19.230, 15.737, 18.367], [18.931, 13.863, 20.065], [22.070, 17.195, 19.082], [22.571, 16.463, 21.926], [23.891, 16.763, 20.735], [23.567, 15.194, 21.411], [23.817, 15.472, 18.545], [23.309, 14.135, 19.602], [22.700, 13.498, 17.479], [21.878, 14.972, 17.094], [21.070, 12.947, 19.258], [20.206, 13.200, 17.770], [18.294, 15.273, 17.980], [19.057, 16.669, 18.877], [19.788, 15.907, 17.439], [18.352, 14.543, 20.713], [18.230, 13.414, 19.330], [19.355, 13.035, 20.594], [21.693, 18.036, 19.661], [21.625, 17.057, 18.080], [23.088, 17.618, 18.941], [19.868, 15.989, 21.903], [15.717, 13.762, 21.945], [14.499, 13.677, 21.074], [13.279, 14.196, 21.896], [12.044, 14.354, 21.042], [12.370, 15.372, 19.941], [13.560, 14.963, 19.079], [14.667, 14.567, 19.944], [15.791, 14.275, 19.143], [13.089, 13.873, 18.071], [14.009, 16.233, 18.364], [14.220, 12.298, 20.632], [16.619, 13.434, 21.359], [15.644, 13.063, 22.819], [15.865, 14.695, 22.433], [13.072, 13.519, 22.800], [13.632, 15.187, 22.279], [11.171, 14.455, 21.748], [11.865, 13.463, 20.466], [12.629, 16.343, 20.396], [11.588, 15.561, 19.164], [13.913, 13.293, 17.605], [12.388, 13.110, 18.488], [12.573, 14.426, 17.254], [14.656, 16.025, 17.471], [13.207, 16.798, 17.884], [14.599, 16.768, 19.094], [13.362, 12.261, 19.990], [13.987, 11.699, 21.541], [15.101, 11.872, 20.126], [15.480, 13.623, 18.544], [28.339, 16.374, 26.922], [28.736, 16.639, 25.470], [29.995, 15.930, 25.120], [29.833, 14.430, 24.914], [28.775, 14.057, 23.955], [27.404, 14.771, 24.238], [27.727, 16.184, 24.479], [26.475, 16.777, 24.812], [26.570, 14.683, 22.978], [26.570, 14.014, 25.348], [28.880, 18.145, 25.164], [28.345, 15.293, 27.041], [27.348, 16.677, 27.145], [29.002, 16.803, 27.714], [30.417, 16.301, 24.204], [30.695, 16.126, 25.909], [29.586, 13.912, 25.864], [30.848, 14.040, 24.563], [28.520, 12.961, 24.070], [29.028, 14.244, 22.913], [25.578, 15.087, 23.103], [26.978, 15.256, 22.144], [26.490, 13.686, 22.593], [27.232, 13.682, 26.120], [25.721, 14.586, 25.710], [26.219, 13.074, 24.900], [28.011, 18.742, 25.415], [29.053, 18.183, 24.090], [29.738, 18.523, 25.684], [26.198, 17.346, 24.059], [25.115, 12.209, 20.753], [24.272, 11.054, 21.270], [24.768, 10.721, 22.700], [26.172, 10.478, 22.632], [26.645, 9.446, 23.384], [22.824, 11.301, 21.243], [26.139, 11.767, 20.805], [25.000, 13.141, 21.393], [24.847, 12.510, 19.757], [24.444, 10.171, 20.642], [24.230, 9.821, 23.050], [24.684, 11.590, 23.309], [26.436, 8.497, 22.936], [26.280, 9.499, 24.436], [27.728, 9.533, 23.427], [22.737, 11.719, 20.316], [22.620, 12.104, 21.886], [26.533, 20.618, 22.555], [25.995, 19.582, 21.612], [26.447, 19.643, 20.162], [25.867, 18.536, 19.495], [25.429, 18.910, 18.159], [26.382, 18.246, 22.066], [27.534, 20.414, 22.927], [25.912, 20.627, 23.443], [26.459, 21.624, 22.263], [24.927, 19.792, 21.598], [27.591, 19.667, 20.086], [26.194, 20.596, 19.649], [26.192, 19.463, 17.547], [24.583, 19.591, 18.140], [25.174, 17.965, 17.695], [27.346, 18.116, 21.822], [25.869, 17.557, 21.459], [19.189, 13.377, 23.783], [20.021, 14.590, 24.199], [21.415, 14.427, 23.664], [22.109, 13.211, 24.116], [23.329, 13.450, 24.749], [19.415, 15.749, 23.607], [19.036, 13.333, 22.701], [18.194, 13.283, 24.309], [19.704, 12.412, 23.965], [19.957, 14.633, 25.259], [22.050, 15.253, 23.875], [21.188, 14.352, 22.578], [23.181, 13.995, 25.698], [24.060, 14.053, 24.132], [23.822, 12.550, 24.936], [19.905, 16.613, 23.994], [18.462, 15.793, 23.918], [13.625, 11.835, 15.289], [15.028, 11.948, 14.927], [15.922, 12.252, 16.105], [15.924, 13.625, 16.506], [16.616, 14.439, 15.602], [15.461, 10.735, 14.356], [13.488, 11.253, 16.165], [13.226, 11.295, 14.417], [13.122, 12.792, 15.422], [15.073, 12.798, 14.211], [16.953, 11.981, 15.886], [15.601, 11.638, 16.933], [17.553, 14.035, 15.263], [16.819, 15.417, 16.094], [16.037, 14.627, 14.693], [16.445, 10.627, 14.244], [15.049, 10.613, 13.433], [12.894, 19.768, 22.412], [13.671, 19.311, 21.211], [14.963, 18.564, 21.630], [15.673, 18.312, 20.458], [16.735, 17.310, 20.548], [12.839, 18.666, 20.251], [13.508, 20.439, 23.139], [12.498, 18.939, 23.006], [12.085, 20.418, 22.089], [13.939, 20.257, 20.742], [14.656, 17.603, 22.125], [15.461, 19.292, 22.297], [16.280, 16.373, 20.440], [17.270, 17.501, 21.515], [17.440, 17.570, 19.731], [13.297, 18.169, 19.534], [12.151, 18.097, 20.766]]}

=====

The energetic minimum among the shown structures is x; the next structure lies 0.0098 hartree above.